Density functional theory data (ωB97M-V/def2-TZVPD) for a molecular structure, C45H38GeMnN3O4S3.

```
95
Properties=species:S:1:pos:R:3:mulliken_spin:R:1
Mn -1.02778 1.18078 1.52214 1.035
C -4.09228 2.83791 -1.24499 -0.001
O -4.04766 3.55824 0.00867 0.000
C -3.03802 3.01584 0.69365 0.025
N -2.30399 2.14365 0.11893 -0.022
C -2.81391 1.95867 -1.23828 0.005
C -1.82966 2.41323 -2.29331 0.004
C -0.90526 3.41790 -2.02442 -0.003
C -0.08298 3.90071 -3.03326 -0.001
C -0.17507 3.38754 -4.31943 0.000
C -1.09172 2.38124 -4.59112 -0.001
C -1.91343 1.89947 -3.58231 0.000
C -2.78040 3.39869 2.08299 -0.030
C -3.40846 4.38114 2.82171 0.005
C -3.05569 4.51061 4.15865 -0.016
C -2.09719 3.67833 4.71259 0.002
C -1.50075 2.73772 3.88761 0.005
N -1.83551 2.61316 2.60772 -0.030
C -0.47799 1.76004 4.24397 -0.018
N -0.05232 0.90562 3.39221 -0.020
C 1.00818 0.13404 4.07358 0.002
C 0.91971 0.64265 5.53089 0.000
O 0.07816 1.80886 5.45889 -0.001
C 0.91117 -1.37302 4.04274 -0.005
C -0.06390 -2.05935 3.33869 -0.002
C -0.10354 -3.44765 3.38571 0.000
C 0.81156 -4.15963 4.14638 0.000
C 1.77907 -3.47295 4.86955 0.001
C 1.83054 -2.08926 4.80889 0.001
H -4.08832 3.57444 -2.04672 0.000
H -5.01190 2.25589 -1.26507 0.000
H -3.05902 0.90192 -1.36708 0.002
H -0.80353 3.79308 -1.01386 0.000
H 0.64163 4.67344 -2.80744 0.000
H 0.47253 3.76067 -5.10289 0.000
H -1.16003 1.96304 -5.58788 0.000
H -2.61918 1.10483 -3.79012 0.000
H -4.18745 4.98075 2.37419 0.000
H -3.55519 5.24272 4.77861 -0.002
H -1.82758 3.72924 5.75706 0.000
H 1.95765 0.42312 3.60785 0.000
H 1.87374 0.94160 5.95999 0.000
H 0.42239 -0.08747 6.16947 -0.001
H -0.82789 -1.51273 2.79611 0.005
H -0.88026 -3.96853 2.83869 -0.001
H 0.76734 -5.24102 4.18531 0.000
H 2.49627 -4.01448 5.47445 0.000
H 2.59730 -1.56257 5.36902 0.000
S -3.12385 -0.08533 4.83039 0.003
C -3.64744 0.35060 3.28439 -0.002
S -4.96763 1.35086 2.95996 0.004
S -2.78594 -0.28513 1.85824 0.036
O 0.35335 0.29257 0.15356 0.035
C 0.91919 1.42015 0.05861 -0.009
O 0.56034 2.36392 0.81283 -0.006
C 2.00966 1.61001 -0.97198 -0.002
C 1.75270 0.85432 -2.27744 0.001
Ge 1.40916 -1.07839 -2.07168 -0.002
C 2.54522 -1.75839 -0.63349 0.001
C 3.91707 -1.52933 -0.75235 0.000
C 4.80828 -1.97062 0.21551 0.000
C 4.33779 -2.67129 1.31718 0.000
C 2.97847 -2.91725 1.44534 0.000
C 2.09172 -2.45534 0.48138 -0.001
C 2.13884 -1.94991 -3.69963 0.000
C 3.23184 -1.43382 -4.39573 0.000
C 3.77084 -2.09077 -5.49508 0.000
C 3.22163 -3.29036 -5.92312 0.000
C 2.13349 -3.82297 -5.24561 0.000
C 1.60191 -3.15744 -4.14955 0.000
C -0.48863 -1.54927 -2.14121 -0.001
C -1.07829 -1.53250 -3.40556 0.001
C -2.42323 -1.83436 -3.57820 0.000
C -3.20812 -2.15085 -2.47897 -0.001
C -2.64041 -2.16225 -1.21189 0.002
C -1.29367 -1.86897 -1.04900 0.006
H 2.94067 1.26255 -0.51077 0.000
H 2.12106 2.68210 -1.14432 0.001
H 2.60948 0.98970 -2.94168 0.000
H 0.88791 1.27460 -2.79524 -0.001
H 4.30470 -1.00088 -1.61854 0.000
H 5.86826 -1.77501 0.10445 0.000
H 5.02882 -3.02563 2.07277 0.000
H 2.59724 -3.46062 2.29825 0.000
H 1.03608 -2.64436 0.61987 0.000
H 3.67946 -0.49567 -4.08529 0.000
H 4.61922 -1.66442 -6.01719 0.000
H 3.63810 -3.80688 -6.77924 0.000
H 1.69638 -4.75901 -5.57212 0.000
H 0.74519 -3.58411 -3.63931 0.000
H -0.47837 -1.29073 -4.27796 0.000
H -2.85774 -1.81841 -4.57184 0.000
H -4.26144 -2.37028 -2.60308 0.000
H -3.25211 -2.35396 -0.34065 0.002
H -0.89663 -1.82896 -0.04371 -0.006
```

Output
E = -180288.300 eV
total charge = -1
2S+1 = 2
HOMO (spin up / spin down) = -0.119 / -0.122 Eh
<S²> = 0.8139
LUMO (spin up / spin down) = 2.36 / 2.36 eV